27
Properties=species:S:1:pos:R:3 method="wB97M-V/def2-TZVPD" homo_energy_ha=-0.303
C -3.66 -1.15 0.04
C -1.88 0.27 -0.26
C -1.13 -0.88 -0.42
C 0.20 -0.58 -0.42
C 1.17 -2.00 -0.14
C 2.35 -1.48 0.65
C 2.38 0.77 -0.29
C 3.06 2.03 -0.32
C 0.87 0.67 -0.11
C -0.07 1.74 0.10
C -1.37 1.46 -0.01
H -3.91 -1.13 -1.32
H -3.00 -1.83 0.60
H -4.87 -1.32 0.48
H -1.31 -1.84 -1.03
H 1.40 -2.46 -1.13
H 0.80 -2.89 0.66
H 2.00 -1.25 1.64
H 3.17 -2.36 0.89
H 2.49 2.69 -0.97
H 4.08 2.08 -0.14
H 2.56 2.40 0.66
H 0.18 2.85 0.18
H -3.12 2.03 0.38
N 3.08 -0.32 -0.05
O -3.30 0.16 -0.01
O -2.17 2.37 0.35

=====

28
Properties=species:S:1:pos:R:3 method="wB97M-V/def2-TZVPD" homo_energy_ha=-0.307 smiles="[H]/N=C/[C@@H](CC)C(=O)OSc1ccccc1"
C -3.36 3.72 -0.40
C -2.68 3.20 0.67
C -2.99 3.25 -1.63
C -1.56 2.40 0.63
C -1.86 2.53 -1.83
C -1.12 2.02 -0.66
C 2.17 0.16 0.80
C 2.47 -1.07 -0.01
C 3.97 -1.20 0.20
C 0.20 -2.36 -0.01
C 1.73 -2.31 0.37
N 4.45 -2.34 0.35
O 2.66 0.45 1.85
O 1.25 1.08 0.37
S 0.33 1.09 -1.07
H -4.26 4.27 -0.22
H -2.88 3.63 1.70
H -3.56 3.37 -2.57
H -1.24 1.93 1.56
H -1.62 2.32 -2.83
H 2.59 -0.82 -1.17
H 4.57 -0.19 0.14
H -0.47 -1.73 0.63
H -0.18 -3.42 0.07
H 0.01 -2.21 -1.14
H 2.12 -3.27 -0.10
H 1.68 -2.51 1.37
H 5.40 -2.35 0.50

=====

33
Properties=species:S:1:pos:R:3 method="wB97M-V/def2-TZVPD" charge=+1 homo_energy_ha=-0.490 smiles=C[C@H](Br)Cn1cc(Cl)[n+](-c2ccncc2)c1B(N)O
C -3.75 1.23 -0.37
C -2.95 0.79 0.85
Br -4.05 0.47 2.42
C -1.75 1.72 1.17
N -0.71 1.43 0.19
C -0.46 2.17 -0.94
C 0.55 1.56 -1.59
Cl 1.29 1.94 -3.05
N 0.88 0.47 -0.83
C 1.85 -0.57 -1.03
C 3.18 -0.43 -0.69
C 4.02 -1.50 -0.88
N 3.72 -2.68 -1.40
C 2.44 -2.75 -1.74
C 1.49 -1.78 -1.58
C 0.12 0.39 0.27
B 0.22 -0.72 1.42
N 1.03 -0.53 2.62
O -0.46 -1.89 1.20
H -3.12 1.62 -1.17
H -4.45 2.02 -0.10
H -4.31 0.39 -0.78
H -2.51 -0.18 0.60
H -1.41 1.50 2.18
H -2.11 2.74 1.08
H -0.98 3.07 -1.22
H 3.55 0.48 -0.25
H 5.06 -1.36 -0.59
H 2.12 -3.68 -2.21
H 0.46 -1.96 -1.87
H 1.51 -1.41 2.79
H 0.42 -0.43 3.44
H -0.90 -2.11 2.04

=====

35
Properties=species:S:1:pos:R:3 method="wB97M-V/def2-TZVPD" spin_multiplicity=8 s_squared=15.76 homo_energy_ha="-0.302 / -0.303"
H 1.26 3.39 1.41
N 0.96 1.78 0.06
B 0.30 0.40 -2.04
N 0.69 1.72 -1.31
C 0.87 2.95 -1.85
Eu 2.33 0.69 1.88
H 0.77 3.05 -2.92
C 1.15 3.84 -0.83
H 1.35 4.89 -0.96
C 1.14 3.09 0.36
H 0.36 0.53 -3.22
C -1.67 -2.01 3.21
H -1.58 -2.84 3.95
H -0.83 -2.00 2.54
H -2.61 -1.99 2.65
N -1.16 0.02 -1.64
N 1.28 -0.69 -1.54
N -1.40 -0.19 -0.30
N 1.59 -0.92 -0.19
C -2.29 -0.22 -2.36
C 1.97 -1.54 -2.30
H -2.27 -0.10 -3.40
H 1.89 -1.47 -3.38
C -3.27 -0.59 -1.45
C 2.67 -2.41 -1.50
C -2.66 -0.55 -0.18
C 2.37 -2.03 -0.17
H -4.28 -0.86 -1.69
H 3.30 -3.22 -1.84
H -3.06 -0.79 0.79
H 2.68 -2.48 0.77
H -1.63 -1.11 3.84
S 1.38 0.89 4.68
C -0.20 0.45 4.50
N -1.40 0.32 4.44

=====

36
Properties=species:S:1:pos:R:3 method="wB97M-V/def2-TZVPD" homo_energy_ha=-0.316
H -3.79 -1.17 0.22
N -1.76 -0.68 -0.32
B 0.39 -0.28 -1.79
N -1.05 -0.86 -1.52
C -1.88 -1.37 -2.44
Sn -1.73 0.61 1.69
H -1.56 -1.63 -3.45
C -3.12 -1.58 -1.86
H -3.98 -2.02 -2.32
C -3.01 -1.16 -0.54
H 0.48 -0.11 -2.98
C 2.10 -0.31 4.89
H 2.00 0.58 5.53
H 1.50 -0.19 3.99
H 3.16 -0.41 4.62
N 1.58 -1.29 -1.39
N 0.39 1.11 -1.06
N 1.68 -1.59 -0.07
N -0.20 1.40 0.18
C 2.60 -1.92 -2.08
C 0.82 2.27 -1.61
H 2.72 -1.81 -3.14
H 1.25 2.33 -2.60
C 3.36 -2.65 -1.14
C 0.64 3.28 -0.68
C 2.75 -2.38 0.11
C 0.04 2.71 0.44
H 4.23 -3.27 -1.24
H 0.91 4.31 -0.76
H 3.02 -2.74 1.10
H -0.22 3.14 1.39
H 1.80 -1.16 5.45
F -3.39 2.34 -0.36
C -3.51 1.94 0.95
F -3.46 3.11 1.70
F -4.78 1.45 1.09

=====

27
Properties=species:S:1:pos:R:3 method="wB97M-V/def2-TZVPD" homo_energy_ha=-0.312
C -1.05 -1.53 -1.08
C -1.10 0.77 -1.73
C -1.30 -0.57 -2.05
C -0.58 -1.18 0.18
C -0.62 1.15 -0.48
C -0.34 0.16 0.46
C 1.95 0.92 1.67
C -1.79 -0.97 -3.41
C -0.35 -2.27 1.19
C -0.43 2.60 -0.18
C 3.36 1.14 3.59
P 0.39 0.61 2.11
Br 2.98 0.94 0.14
H -1.23 -2.57 -1.31
H -1.30 1.53 -2.46
H -1.35 -1.92 -3.71
H -2.87 -1.11 -3.39
H -1.55 -0.22 -4.15
H 0.44 -2.94 0.86
H -0.06 -1.85 2.15
H -1.26 -2.85 1.32
H 0.50 2.96 -0.63
H -1.25 3.19 -0.59
H -0.38 2.78 0.90
H 2.70 0.73 4.33
H 4.17 0.53 3.25
H 3.51 2.20 3.59

=====

31
Properties=species:S:1:pos:R:3 method="wB97M-V/def2-TZVPD" homo_energy_ha=-0.369 smiles="CC[C@@H](I)[C@](C#N)(CCOC(C)=O)[C@H](Cl)C#N"
C -2.71 -0.14 0.89
C -2.34 1.19 0.12
C -1.35 0.91 -1.06
I -2.06 1.83 -2.90
C 0.15 1.23 -0.75
C 0.96 0.49 -1.82
N 1.50 0.03 -2.68
C 0.57 0.60 0.61
C 0.59 -0.96 0.58
O 1.98 -1.36 0.42
C 2.20 -2.56 1.06
C 2.37 -3.80 0.15
O 2.30 -2.68 2.22
C 0.54 2.73 -0.91
Cl 2.28 3.06 -0.49
C -0.34 3.68 -0.15
N -1.12 4.24 0.42
H -3.79 -0.21 1.11
H -2.42 -1.05 0.34
H -2.19 -0.12 1.87
H -1.93 1.86 0.89
H -3.26 1.65 -0.28
H -1.40 -0.17 -1.26
H -0.07 0.90 1.45
H 1.60 0.88 0.90
H -0.03 -1.39 -0.23
H 0.25 -1.40 1.54
H 2.06 -4.71 0.68
H 1.79 -3.64 -0.77
H 3.44 -3.84 -0.12
H 0.45 3.01 -1.97

=====

29
Properties=species:S:1:pos:R:3 method="wB97M-V/def2-TZVPD" charge=+1 homo_energy_ha=-0.457 smiles="CC(C)[C@@]1(O)C(=[NH2+])Nc2ccc(Cl)cc21"
C -2.07 -2.05 0.53
C -3.20 -1.27 0.48
C -1.96 0.56 -0.41
C -0.81 -0.17 -0.37
C -0.90 -1.45 0.14
C -3.13 0.03 0.02
C 1.29 -1.26 -0.45
C 0.62 0.13 -0.77
C 0.68 2.50 -0.16
C 1.32 1.00 1.70
C 1.32 1.20 0.16
N 0.40 -2.08 0.10
N 2.57 -1.48 -0.72
O 0.97 0.56 -2.06
Cl -4.59 0.91 -0.07
H -2.22 -3.09 0.82
H -4.16 -1.79 0.72
H -1.84 1.62 -0.64
H 1.44 3.18 -0.30
H -0.15 2.80 0.50
H 0.12 2.39 -1.12
H 0.43 1.55 2.08
H 2.26 1.60 2.17
H 1.54 -0.06 2.03
H 2.46 1.11 0.04
H 0.71 -3.00 0.36
H 3.00 -1.03 -1.65
H 3.08 -2.22 -0.44
H 0.81 -0.17 -2.69

=====

34
Properties=species:S:1:pos:R:3 method="wB97M-V/def2-TZVPD" charge=+1 homo_energy_ha=-0.438
Cl 2.54 -1.16 3.07
C 1.56 0.04 2.22
C 2.30 1.36 2.16
C 1.49 2.53 1.64
N 0.22 2.74 2.35
C -0.90 2.14 1.99
N -1.04 1.31 0.95
C -2.29 0.94 0.95
N -2.98 1.49 1.94
N -2.09 2.25 2.64
H 0.63 0.11 2.77
H 1.35 -0.35 1.23
H 3.15 1.24 1.48
H 2.71 1.59 3.14
H 1.29 2.46 0.58
H 2.06 3.44 1.80
H 0.21 3.37 3.13
H -2.69 0.26 0.22
H -3.95 1.38 2.18
H -2.34 2.78 3.45
C -1.39 -1.63 -3.31
C -0.75 -1.02 -2.31
C 0.58 -1.48 -1.79
O 1.06 -0.84 -0.86
C 1.20 -2.64 -2.38
C 0.57 -3.27 -3.39
C -0.77 -2.80 -3.93
O -1.25 -3.42 -4.84
O 1.05 -4.33 -4.01
O -1.21 0.06 -1.67
H -2.34 -1.29 -3.70
H 2.15 -2.98 -2.00
H 0.40 -4.58 -4.70
H -0.52 0.30 -1.01

=====

33
Properties=species:S:1:pos:R:3 method="wB97M-V/def2-TZVPD" homo_energy_ha=-0.340 smiles="CCCOC[C@]1(Cl)OS(=O)(=O)O[C@H]1c1ccccn1"
C -2.15 4.18 -0.90
C -1.90 2.53 -0.92
C -3.24 1.67 -0.53
O -2.99 0.45 0.25
C -2.18 -0.53 -0.53
C -0.68 -0.55 0.16
Cl -1.00 0.33 1.77
O 0.21 0.10 -0.84
S 0.49 -1.06 -2.11
O -0.43 -1.02 -3.36
O 1.90 -0.80 -2.71
O 0.28 -2.42 -1.06
C 0.08 -2.02 0.37
C 1.56 -1.93 1.15
C 2.87 -2.18 0.21
C 4.36 -2.05 0.97
C 4.33 -1.68 2.59
C 2.85 -1.52 3.28
N 1.51 -1.64 2.62
H -2.54 4.60 -1.92
H -1.05 4.64 -0.76
H -2.78 4.48 0.04
H -1.59 2.26 -2.02
H -0.97 2.34 -0.23
H -3.89 1.46 -1.51
H -3.92 2.37 0.15
H -2.74 -1.56 -0.50
H -2.21 -0.15 -1.64
H -0.58 -2.88 0.85
H 2.88 -2.44 -0.93
H 5.37 -2.18 0.39
H 5.33 -1.53 3.22
H 2.85 -1.28 4.45

=====

40
Properties=species:S:1:pos:R:3 method="wB97M-V/def2-TZVPD" spin_multiplicity=2 s_squared=0.77 charge=+4 homo_energy_ha="-0.845 / -0.845"
Mo 0.62 -0.64 -1.46
N 2.28 0.79 -1.20
C 3.50 0.18 -0.62
C 3.33 -1.33 -0.44
O 4.14 -2.05 0.03
N 2.05 -1.75 -0.91
C 1.91 -3.20 -0.99
C 0.48 -3.50 -1.41
O -0.08 -4.49 -1.60
O -0.10 -2.20 -1.55
H 2.52 1.09 -2.16
H 2.11 1.68 -0.70
H 3.76 0.61 0.35
H 4.38 0.32 -1.27
H 2.16 -3.70 -0.03
H 2.61 -3.65 -1.72
C -2.64 -0.54 0.33
S -1.17 -0.75 1.33
O -0.08 -0.27 0.22
C -1.46 0.59 2.54
C -1.52 0.21 3.89
C -1.86 1.11 4.90
C -1.98 2.47 4.62
C -1.93 2.82 3.28
C -1.61 1.94 2.25
H -2.75 0.49 -0.01
H -3.52 -0.82 0.92
H -2.59 -1.24 -0.52
H -1.22 -0.79 4.20
H -2.03 0.78 5.92
H -2.19 3.18 5.41
H -2.29 3.83 3.02
H -1.48 2.31 1.23
F 1.07 -0.54 -3.20
Sb -0.81 1.24 -4.55
F -1.42 -0.52 -3.91
F -0.40 1.11 -6.41
F -2.26 2.15 -3.70
F 0.85 2.12 -4.02
F -0.39 0.98 -2.07

=====

27
Properties=species:S:1:pos:R:3 method="wB97M-V/def2-TZVPD" homo_energy_ha="-0.337 / -0.337"
C -2.37 0.53 1.13
C 1.49 0.16 -1.24
C 1.34 0.34 1.23
C 0.39 -1.79 0.13
C -0.21 1.69 -0.31
C -0.87 -0.46 -1.43
C 1.55 -0.71 0.02
C 0.10 0.70 -1.49
C -0.03 0.95 1.06
C -0.95 -1.10 -0.06
C -1.11 -0.05 1.01
N -3.47 0.85 1.09
I -1.25 -1.24 3.47
H 2.17 1.03 -1.14
H 1.70 -0.54 -2.11
H 1.10 -0.18 2.18
H 2.08 1.10 1.20
H 0.49 -2.55 -0.58
H 0.39 -2.26 1.15
H 0.63 2.39 -0.34
H -1.09 2.29 -0.51
H -1.89 -0.14 -1.85
H -0.60 -1.12 -2.21
H 2.56 -1.08 0.04
H -0.10 1.23 -2.35
H -0.27 1.64 1.88
H -1.78 -1.70 0.02

=====

27
Properties=species:S:1:pos:R:3 method="wB97M-V/def2-TZVPD" spin_multiplicity=2 s_squared=0.75 charge=-1 homo_energy_ha="0.042 / -0.193"
C -1.15 -2.78 -2.02
C -1.75 0.64 -0.44
C -1.32 1.49 -1.43
C -1.76 -0.73 -0.63
C -1.18 -1.29 -1.76
C -0.89 0.96 -2.65
C -0.78 -0.40 -2.77
H -1.99 0.98 0.56
H -1.36 2.57 -1.29
H -2.12 -1.36 0.18
H -0.63 1.60 -3.48
H -2.10 -3.20 -1.68
H -0.36 -3.22 -1.40
H -0.43 -0.82 -3.71
H -0.91 -3.03 -3.05
C 0.74 2.43 2.15
C 1.57 -0.93 1.40
C 1.36 1.08 2.09
C 2.39 0.53 2.79
N 0.82 0.13 1.23
N 2.49 -0.76 2.37
H 1.33 -1.93 1.04
H 3.31 -1.36 2.48
H 3.02 0.95 3.55
H 1.41 3.22 1.79
H 0.46 2.73 3.16
H -0.16 2.50 1.53

=====

27
Properties=species:S:1:pos:R:3 method="wB97M-V/def2-TZVPD" homo_energy_ha=-0.302 smiles=Cc1c[nH]cn1.Cc1ccccc1
C -1.03 -3.07 0.93
C 0.31 -0.73 -1.71
C 0.23 -1.74 -0.76
C -0.84 -0.12 -2.19
C -1.00 -2.21 -0.33
C -2.08 -0.67 -1.87
C -2.16 -1.71 -0.94
H 1.30 -0.60 -2.15
H 1.08 -2.36 -0.42
H -0.78 0.74 -2.84
H -3.02 -0.32 -2.27
H -0.17 -2.88 1.57
H -1.10 -4.11 0.60
H -3.11 -2.11 -0.66
H -1.94 -2.80 1.49
C -0.71 2.22 0.92
C 1.70 2.06 0.01
C 0.76 2.15 1.04
C 2.71 1.94 1.98
N 2.90 2.07 0.65
N 1.43 2.12 2.26
H 1.53 1.80 -1.01
H 3.82 2.17 0.25
H -1.11 2.10 -0.09
H -1.10 3.05 1.52
H 3.50 1.76 2.69
H -1.10 1.26 1.35

=====

36
Properties=species:S:1:pos:R:3 method="wB97M-V/def2-TZVPD" spin_multiplicity=2 s_squared=0.89 charge=-1 homo_energy_ha="-0.173 / -0.167"
Ni 0.96 0.89 0.70
S 1.67 2.87 -1.88
C 1.38 1.75 -0.86
C 5.36 1.58 1.28
N 4.02 1.08 1.32
C 3.66 -0.18 1.02
N 4.69 -1.09 0.85
O 2.49 -0.55 0.90
H 5.33 2.66 1.44
H 5.84 1.40 0.31
H 5.99 1.16 2.07
H 3.24 1.70 1.56
H 5.56 -0.91 1.31
H 4.37 -2.04 0.86
C -1.92 0.37 -0.99
Te -1.32 -0.48 0.88
C -1.80 -2.28 -0.25
C -2.95 -1.87 -1.13
C -3.96 -2.74 -1.54
C -5.00 -2.28 -2.33
C -5.05 -0.96 -2.73
C -4.05 -0.08 -2.31
C -3.01 -0.52 -1.51
H -1.04 0.35 -1.64
H -2.22 1.40 -0.84
H -2.06 -3.12 0.39
H -0.93 -2.55 -0.85
H -3.93 -3.77 -1.22
H -5.79 -2.97 -2.63
H -5.86 -0.60 -3.34
H -4.09 0.96 -2.60
O -0.27 3.58 3.61
Se 0.05 2.20 2.85
O -0.72 2.09 1.33
O 1.64 2.09 2.30
O -0.31 0.85 3.68